Density functional theory data (ωB97M-V/def2-TZVPD) for a 9-piece molecular cluster, C68H138F12N5O9S overall at a distorted geometry.

ORCA input file:
```
! RIJCOSX wB97M-V def2-TZVPD def2/J DEFGRID3
* xyz 1 1
C 17.93855 2.71792 -18.03423
C 19.39287 3.14071 -18.19453
C 20.47463 2.54932 -17.18436
C 20.60738 0.93303 -17.19569
N 21.33876 0.27767 -15.94382
C 21.53120 -1.25441 -16.22867
C 20.18964 -1.84518 -15.93685
C 19.72399 -1.10666 -14.67291
C 20.34423 0.27876 -14.70932
C 22.70171 0.93193 -15.61663
C 23.72361 1.04145 -16.76986
C 25.04342 1.56965 -16.15199
H 17.78868 1.66535 -18.27449
H 17.25311 3.27183 -18.67568
H 17.59919 2.85136 -17.00704
H 19.50662 4.21681 -18.06354
H 19.80295 3.02260 -19.19752
H 20.22863 2.95489 -16.20298
H 21.45933 2.92512 -17.46228
H 21.19332 0.60928 -18.05589
H 19.67320 0.37180 -17.21634
H 22.26102 -1.66490 -15.53084
H 21.85546 -1.45196 -17.25040
H 20.31680 -2.91786 -15.79095
H 19.49900 -1.92939 -16.77592
H 20.09634 -1.61239 -13.78201
H 18.63673 -1.12193 -14.74860
H 20.93301 0.50194 -13.81959
H 19.52008 0.98079 -14.83593
H 23.09352 0.40708 -14.74536
H 22.32169 1.94140 -15.45960
H 23.41524 1.74756 -17.54085
H 23.86841 0.14680 -17.37545
H 25.05251 2.61380 -15.83933
H 25.92752 1.39061 -16.76389
H 25.25099 1.06089 -15.21062
C 19.52088 9.42662 -5.57257
C 19.90611 8.32075 -4.62433
C 21.17285 8.42688 -3.78908
C 21.30676 7.38307 -2.71533
N 22.62969 7.19691 -1.97229
C 22.39135 6.07031 -0.92577
C 23.20607 6.46898 0.31698
C 23.55577 7.94886 0.23685
C 22.86192 8.45912 -1.05417
C 23.73336 6.98287 -3.04128
C 25.15901 7.20110 -2.55823
C 26.19474 7.06588 -3.64798
H 20.17463 9.45174 -6.44440
H 19.48276 10.40011 -5.08372
H 18.55971 9.24804 -6.05460
H 19.85401 7.41338 -5.22605
H 19.04886 8.28245 -3.95222
H 21.29160 9.39866 -3.30987
H 21.94320 8.47045 -4.55899
H 21.15195 6.38404 -3.12285
H 20.53511 7.57176 -1.96897
H 22.57036 5.10030 -1.38958
H 21.32730 6.00357 -0.69898
H 24.05779 5.78933 0.28963
H 22.58911 6.35449 1.20825
H 24.61565 8.20329 0.24022
H 23.25152 8.58151 1.07070
H 23.39627 9.28887 -1.51687
H 21.86010 8.79538 -0.78698
H 23.60086 7.76733 -3.78637
H 23.61494 6.01366 -3.52574
H 25.46586 6.51653 -1.76747
H 25.33212 8.20511 -2.17081
H 26.07386 6.01700 -3.91879
H 27.20974 7.31801 -3.34089
H 26.01626 7.66317 -4.54213
C 10.82054 0.32108 -1.48995
C 11.62631 -0.23584 -2.69244
C 11.80090 0.87539 -3.77042
C 12.45571 0.10483 -4.95904
N 12.88716 0.93845 -6.21248
C 11.74065 1.58331 -6.95115
C 10.95997 0.42030 -7.51328
C 12.11579 -0.55927 -7.88330
C 13.41133 -0.14826 -7.22760
C 14.03045 1.88570 -5.81381
C 15.35041 1.34530 -5.20195
C 16.47723 2.39762 -5.24944
H 9.76444 0.51685 -1.67544
H 11.23699 1.27364 -1.16237
H 10.91151 -0.39258 -0.67109
H 11.00572 -1.04399 -3.07957
H 12.55146 -0.74384 -2.42015
H 12.39531 1.72964 -3.44631
H 10.81691 1.25695 -4.04298
H 11.59258 -0.48651 -5.26469
H 13.22738 -0.55155 -4.55682
H 12.10246 2.21802 -7.76006
H 11.22838 2.20924 -6.22048
H 10.37542 0.81096 -8.34624
H 10.27201 -0.00588 -6.78310
H 12.13269 -0.70981 -8.96273
H 12.00268 -1.59339 -7.55788
H 14.16318 0.23437 -7.91784
H 13.94689 -0.92847 -6.68673
H 13.52274 2.74700 -5.37965
H 14.28762 2.40335 -6.73792
H 15.69304 0.43180 -5.68799
H 15.06766 1.04447 -4.19315
H 16.09611 3.41670 -5.18374
H 16.91055 2.36292 -6.24901
H 17.16067 2.35388 -4.40144
C 21.09563 15.61008 -22.82755
C 21.28723 14.38231 -23.65820
C 22.69599 14.16140 -24.28212
C 22.60307 13.02786 -25.33032
N 23.72274 12.86073 -26.34442
C 23.62640 13.82118 -27.54981
C 22.54609 13.25163 -28.50311
C 22.84919 11.78122 -28.40703
C 23.56765 11.52308 -27.12624
C 25.06576 12.92202 -25.58533
C 25.27717 11.82455 -24.48144
C 26.67473 11.81504 -23.79459
H 20.10391 15.51381 -22.38559
H 21.01622 16.52812 -23.40978
H 21.88125 15.73800 -22.08288
H 20.45657 14.33784 -24.36256
H 21.12145 13.50390 -23.03449
H 23.47368 13.98286 -23.53954
H 23.01109 15.11906 -24.69647
H 21.67032 13.05809 -25.89350
H 22.61476 12.09684 -24.76361
H 24.55209 14.01499 -28.09169
H 23.30056 14.72545 -27.03577
H 22.71836 13.55523 -29.53570
H 21.53343 13.39948 -28.12794
H 23.45969 11.54903 -29.27966
H 21.91231 11.23830 -28.53189
H 24.53922 11.06173 -27.30317
H 23.18888 10.79532 -26.40859
H 25.07697 13.93714 -25.18845
H 25.83250 12.92338 -26.36006
H 25.17196 10.86141 -24.98083
H 24.60213 12.01978 -23.64819
H 27.50292 11.49471 -24.42672
H 26.69898 11.18169 -22.90781
H 27.10938 12.78061 -23.53600
C 16.09395 11.24214 -16.68292
C 16.35862 9.73355 -16.30258
C 15.21750 9.10981 -15.48107
C 15.59037 7.64159 -15.08598
N 14.97497 7.23099 -13.68182
C 15.88128 7.80319 -12.53565
C 16.52939 6.60325 -11.75932
C 15.57747 5.41852 -12.05207
C 15.08618 5.72104 -13.50595
C 13.50088 7.58923 -13.53401
C 12.52362 7.18772 -14.67095
C 11.33822 8.21356 -14.67691
H 17.03040 11.62446 -17.08910
H 15.81599 11.80108 -15.78936
H 15.25984 11.33555 -17.37836
H 17.30826 9.73493 -15.76753
H 16.56730 9.08082 -17.15022
H 14.23861 9.10121 -15.96044
H 15.05658 9.64237 -14.54375
H 16.65477 7.47493 -14.92055
H 15.18741 6.87317 -15.74572
H 15.21681 8.31820 -11.84185
H 16.60297 8.53781 -12.89286
H 16.80323 6.74387 -10.71370
H 17.40592 6.16345 -12.23511
H 14.65715 5.31296 -11.47765
H 16.14542 4.48996 -12.10970
H 14.18557 5.12657 -13.65961
H 15.82874 5.37065 -14.22284
H 13.47511 8.67748 -13.47792
H 13.10412 7.32384 -12.55409
H 12.08210 6.19437 -14.59091
H 12.89515 7.13328 -15.69424
H 10.52626 8.00191 -15.37263
H 11.76955 9.18840 -14.90440
H 10.95559 8.33978 -13.66411
C 12.89439 -0.64271 -16.34847
O 13.68098 -0.72528 -17.61294
O 13.79660 -0.27039 -15.35495
C 11.55723 0.29746 -16.58853
F 11.00165 0.86631 -15.54339
F 11.79136 1.26047 -17.48422
F 10.64773 -0.43175 -17.18987
C 13.08753 -1.34421 -18.68954
C 14.26062 -1.37518 -19.79611
H 14.67061 -0.38641 -20.00185
H 15.09851 -1.90625 -19.34444
H 14.02193 -1.98112 -20.67016
H 12.28547 -0.72686 -19.09414
H 12.61539 -2.32533 -18.63862
H 12.55944 -1.65358 -16.11598
C 10.54114 7.67066 -8.04652
O 9.91215 6.76475 -8.98897
O 11.85419 7.14911 -7.78906
C 10.39320 9.17012 -8.41678
F 9.58729 9.80302 -7.51587
F 11.51233 9.90829 -8.42609
F 9.87188 9.32594 -9.65122
C 8.46451 6.69782 -9.01867
C 7.89123 5.66795 -10.01566
H 8.20816 4.68370 -9.67085
H 6.82174 5.76810 -10.20077
H 8.30142 5.76108 -11.02123
H 7.98822 7.64867 -9.25769
H 8.11627 6.39146 -8.03228
H 9.98868 7.43337 -7.13735
C 22.51200 14.40071 -16.15604
O 21.33312 14.03855 -15.34636
O 23.38748 15.06351 -15.31419
C 22.92837 13.26960 -17.16434
F 23.48587 12.15892 -16.61996
F 21.91904 12.77730 -17.78777
F 23.77510 13.70062 -18.08755
C 21.48192 13.15862 -14.17569
C 20.19084 13.25886 -13.27801
H 19.27779 12.97610 -13.80192
H 20.42595 12.57685 -12.46089
H 20.08988 14.27170 -12.88806
H 22.35133 13.42884 -13.57635
H 21.66909 12.15258 -14.55113
H 21.92465 14.92976 -16.90653
C 23.02324 6.33386 -9.46392
F 22.31559 5.57817 -8.56866
F 22.28593 7.41992 -9.86636
F 24.14465 6.80320 -8.85487
S 23.53007 5.19112 -11.06772
O 24.95823 5.40927 -11.20184
O 23.17102 3.81138 -10.71596
O 22.69483 5.69907 -12.14757
*
```

Computed properties:
LUMO energy (eV): -1.84
Total energy (Eh): -5220.39107
Energy relative to the best compared isomer or geometry (same formula, charge and spin) (kJ/mol): 0.0